Computed, not measured: C28H42Cl2NPSTi as an isolated structure, with ωB97M-V with the def2-TZVPD basis set.

XYZ file:
```
76
Properties=species:S:1:pos:R:3:forces:R:3
P 1.361 0.484 -2.793 -0.7 0.1 1.4
C 3.177 0.809 -2.475 -0.4 -0.5 -0.3
C 4.151 0.796 -3.652 0.3 0.3 0.2
C 5.593 0.847 -3.106 -0.1 -0.3 -0.1
C 5.848 1.998 -2.125 -0.1 0.2 -0.1
C 4.774 2.130 -1.039 -0.1 -0.2 -0.1
C 3.356 2.074 -1.618 0.2 -0.1 -0.1
C 0.623 1.976 -3.633 0.2 -0.4 0.1
C 1.336 2.547 -4.850 -0.2 0.4 -0.1
C 0.438 3.616 -5.509 0.1 -0.3 -0.2
C -0.076 4.695 -4.548 0.2 0.1 0.1
C -0.554 4.175 -3.185 -0.1 -0.2 0.1
C 0.346 3.082 -2.592 0.0 0.1 -0.1
C 1.207 -0.912 -4.007 0.6 0.5 -0.6
C 1.863 -2.181 -3.423 -0.2 -0.1 0.0
C 1.531 -3.485 -4.182 0.2 0.2 -0.1
C 0.039 -3.674 -4.471 0.0 0.2 0.1
C -0.599 -2.434 -5.102 0.1 0.2 -0.1
C -0.282 -1.120 -4.360 0.0 -0.2 0.1
H 3.426 -0.061 -1.835 0.0 0.3 -0.1
H 3.964 1.666 -4.299 0.1 -0.2 0.1
H 4.009 -0.105 -4.267 0.1 0.2 0.1
H 6.299 0.907 -3.944 0.0 0.0 0.2
H 5.799 -0.104 -2.594 -0.1 0.1 -0.1
H 6.827 1.863 -1.653 -0.1 0.1 -0.1
H 5.897 2.941 -2.686 0.0 -0.1 0.0
H 4.885 1.314 -0.312 0.0 0.1 -0.1
H 4.902 3.071 -0.493 0.1 -0.1 0.0
H 2.617 2.100 -0.801 0.1 0.0 -0.3
H 3.195 2.966 -2.247 0.1 -0.3 0.2
H -0.355 1.590 -3.977 0.1 0.1 0.2
H -0.424 3.106 -5.965 0.1 0.0 0.1
H 1.566 1.751 -5.574 0.0 0.2 0.1
H 2.295 2.998 -4.547 -0.2 -0.1 -0.1
H 0.988 4.089 -6.332 -0.1 0.0 0.1
H -0.906 5.226 -5.032 0.2 0.0 0.1
H 0.712 5.443 -4.389 0.0 -0.1 0.0
H -0.612 5.008 -2.474 -0.1 -0.1 -0.1
H -1.573 3.775 -3.279 0.1 0.0 0.0
H -0.125 2.651 -1.693 0.2 0.1 -0.3
H 1.299 3.535 -2.275 -0.3 -0.1 -0.1
H 1.773 -0.542 -4.885 -0.3 -0.7 -0.1
H 2.956 -2.055 -3.394 -0.2 0.0 0.0
H 1.532 -2.298 -2.379 0.0 0.1 -0.1
H 2.094 -3.504 -5.124 -0.1 0.0 0.0
H 1.897 -4.333 -3.589 0.0 0.1 -0.1
H -0.484 -3.918 -3.538 0.1 0.1 0.0
H -0.096 -4.533 -5.140 0.0 0.1 0.1
H -1.689 -2.561 -5.133 0.2 0.0 0.0
H -0.274 -2.341 -6.147 0.1 -0.1 0.1
H -0.644 -0.281 -4.972 0.1 -0.2 0.2
H -0.871 -1.105 -3.429 0.2 0.1 -0.1
Ti -0.942 -0.309 1.574 1.9 0.8 -2.1
Cl -2.257 0.077 -0.168 -0.5 0.1 -0.3
Cl 0.812 -1.557 1.142 0.4 -0.6 -0.1
C -0.015 1.302 2.148 -0.3 -0.4 0.2
H 1.046 1.136 2.392 -0.3 0.0 0.1
C -0.409 2.680 2.155 0.1 0.9 0.0
C -1.699 3.104 1.720 0.4 0.0 0.4
C -2.097 4.426 1.877 0.3 0.1 0.1
C -1.214 5.365 2.425 0.3 -0.1 0.1
C 0.089 4.984 2.801 -0.3 0.3 -0.1
C 0.498 3.672 2.647 -0.6 -0.4 -0.1
H -2.385 2.372 1.287 0.2 0.3 0.2
H -3.103 4.732 1.584 0.3 -0.1 0.0
H 0.783 5.721 3.226 -0.4 -0.3 -0.2
H 1.507 3.368 2.939 -0.3 0.1 -0.1
H -1.533 6.394 2.566 0.0 -0.2 0.0
S -3.614 -0.931 4.881 0.0 -0.7 -1.0
C -3.881 -2.292 3.800 0.5 0.2 0.1
C -2.924 -2.353 2.830 0.3 1.4 1.0
N -1.975 -1.324 2.944 -1.7 0.8 2.8
C -2.249 -0.458 3.973 0.1 -2.5 -0.9
H -4.684 -3.003 3.948 0.0 0.3 0.0
H -2.835 -3.057 2.010 0.0 0.1 0.2
H -1.540 0.294 4.304 -0.3 0.0 -0.3
```
Positions in Å, forces in eV/Å.

## Properties
Gap between HOMO and LUMO (alpha / beta)   6.08 / 6.29 eV
Calculated total energy   -3656.3348 Eh
M   574.5 g mol⁻¹

Here are the Löwdin charges for atoms 1 to 5, given in e: number 1, P, carries 1.093; number 2, C, carries -0.460; number 3, C, carries -0.208; number 4, C, carries -0.201; number 5, C, carries -0.207